Record 1
{"formula": "C57H122N6O7", "method": "ωB97M-V/def2-TZVPD", "spin_multiplicity": 2, "orbital_gap_ev": [6.967, 2.896], "lumo_ev": [-2.511, -6.581], "total_charge": 1, "symbols": ["C", "C", "C", "O", "H", "H", "H", "H", "H", "H", "H", "H", "C", "C", "C", "C", "C", "C", "N", "O", "C", "C", "C", "H", "H", "H", "H", "H", "H", "H", "H", "H", "H", "H", "H", "H", "H", "H", "H", "H", "H", "H", "C", "C", "C", "C", "C", "C", "N", "O", "C", "C", "C", "H", "H", "H", "H", "H", "H", "H", "H", "H", "H", "H", "H", "H", "H", "H", "H", "H", "H", "H", "C", "C", "C", "C", "C", "C", "N", "O", "C", "C", "C", "H", "H", "H", "H", "H", "H", "H", "H", "H", "H", "H", "H", "H", "H", "H", "H", "H", "H", "H", "C", "C", "C", "C", "C", "C", "N", "O", "C", "C", "C", "H", "H", "H", "H", "H", "H", "H", "H", "H", "H", "H", "H", "H", "H", "H", "H", "H", "H", "H", "C", "C", "C", "C", "C", "C", "N", "O", "C", "C", "C", "H", "H", "H", "H", "H", "H", "H", "H", "H", "H", "H", "H", "H", "H", "H", "H", "H", "H", "H", "C", "C", "C", "C", "C", "C", "N", "O", "C", "C", "C", "H", "H", "H", "H", "H", "H", "H", "H", "H", "H", "H", "H", "H", "H", "H", "H", "H", "H", "H"], "xyz": [[-18.232, 3.647, 22.339], [-18.652, 2.932, 21.071], [-17.513, 2.615, 20.037], [-19.239, 1.712, 21.473], [-17.561, 3.110, 23.009], [-19.104, 4.096, 22.814], [-17.775, 4.575, 21.996], [-19.491, 3.523, 20.703], [-17.809, 2.202, 19.073], [-16.700, 2.015, 20.447], [-16.956, 3.530, 19.836], [-20.075, 1.830, 21.932], [-22.157, 3.567, 19.414], [-23.058, 3.774, 20.626], [-24.332, 4.603, 20.226], [-25.526, 4.524, 21.209], [-25.835, 3.090, 21.534], [-24.578, 2.250, 22.046], [-23.396, 2.447, 21.207], [-22.283, 1.584, 21.523], [-24.250, 2.710, 23.481], [-25.023, 0.812, 22.303], [-22.270, 4.704, 21.581], [-22.785, 3.019, 18.713], [-21.221, 3.054, 19.638], [-21.836, 4.504, 18.958], [-24.026, 5.648, 20.185], [-24.687, 4.397, 19.216], [-26.426, 5.092, 20.973], [-25.267, 4.941, 22.182], [-26.279, 2.599, 20.667], [-26.712, 3.103, 22.182], [-23.795, 1.942, 24.106], [-23.521, 3.519, 23.438], [-25.101, 3.144, 24.006], [-24.160, 0.146, 22.322], [-25.617, 0.672, 23.206], [-25.518, 0.474, 21.393], [-21.708, 4.080, 22.277], [-22.868, 5.395, 22.176], [-21.516, 5.381, 21.180], [-22.427, 0.815, 20.968], [-23.707, 7.408, 28.558], [-22.515, 6.450, 28.875], [-23.137, 4.990, 29.229], [-23.596, 4.203, 27.991], [-22.460, 4.242, 26.959], [-22.005, 5.599, 26.454], [-21.603, 6.386, 27.673], [-21.087, 7.656, 27.379], [-20.783, 5.219, 25.584], [-23.137, 6.202, 25.555], [-21.638, 6.833, 30.107], [-23.296, 8.204, 27.937], [-24.181, 7.654, 29.508], [-24.521, 7.007, 27.954], [-22.465, 4.347, 29.798], [-24.023, 5.127, 29.849], [-24.487, 4.693, 27.599], [-23.907, 3.177, 28.189], [-22.657, 3.637, 26.074], [-21.577, 3.791, 27.411], [-20.233, 6.154, 25.476], [-20.074, 4.515, 26.018], [-20.843, 4.842, 24.563], [-22.996, 7.282, 25.604], [-23.022, 5.906, 24.513], [-24.151, 5.968, 25.880], [-22.201, 6.483, 30.973], [-21.516, 7.896, 30.316], [-20.685, 6.333, 30.284], [-20.165, 7.535, 27.621], [-16.737, 7.289, 20.287], [-15.326, 7.860, 20.655], [-14.429, 6.890, 21.448], [-13.921, 5.745, 20.436], [-13.035, 6.409, 19.380], [-13.781, 7.533, 18.538], [-14.604, 8.369, 19.480], [-15.311, 9.380, 18.803], [-12.785, 8.512, 17.850], [-14.569, 6.850, 17.406], [-15.588, 9.041, 21.653], [-17.491, 8.057, 20.111], [-17.123, 6.615, 21.052], [-16.765, 6.646, 19.407], [-13.668, 7.375, 22.059], [-14.992, 6.279, 22.154], [-14.696, 5.250, 19.852], [-13.387, 4.971, 20.987], [-12.633, 5.648, 18.711], [-12.211, 6.833, 19.954], [-12.031, 7.999, 17.253], [-13.291, 9.279, 17.263], [-12.137, 8.959, 18.604], [-15.143, 6.001, 17.777], [-15.282, 7.508, 16.909], [-13.944, 6.457, 16.604], [-14.631, 9.498, 21.906], [-16.152, 8.697, 22.520], [-16.268, 9.778, 21.224], [-14.848, 10.161, 19.116], [-14.630, -0.398, 21.385], [-14.328, -1.805, 20.840], [-14.743, -1.744, 19.317], [-14.220, -2.901, 18.414], [-12.659, -2.796, 18.566], [-12.173, -3.077, 19.983], [-12.898, -2.213, 20.937], [-12.530, -2.386, 22.262], [-12.380, -4.595, 20.298], [-10.686, -2.725, 20.035], [-15.134, -2.781, 21.668], [-15.683, -0.155, 21.522], [-14.095, 0.353, 20.805], [-14.234, -0.182, 22.378], [-15.825, -1.831, 19.219], [-14.568, -0.793, 18.814], [-14.543, -2.740, 17.385], [-14.713, -3.838, 18.670], [-12.184, -1.954, 18.061], [-12.152, -3.552, 17.967], [-11.839, -5.138, 19.523], [-11.956, -5.000, 21.217], [-13.421, -4.896, 20.176], [-10.236, -3.185, 20.914], [-10.180, -3.118, 19.153], [-10.708, -1.642, 19.911], [-14.855, -2.815, 22.721], [-14.934, -3.779, 21.280], [-16.204, -2.611, 21.543], [-12.229, -1.517, 22.537], [-18.680, -1.609, 20.340], [-19.634, -1.746, 19.116], [-20.062, -3.261, 19.178], [-21.091, -3.498, 18.131], [-22.316, -2.618, 18.508], [-22.041, -1.077, 18.509], [-20.785, -0.785, 19.225], [-20.351, 0.564, 19.140], [-22.031, -0.503, 17.036], [-23.318, -0.510, 19.218], [-18.756, -1.471, 17.871], [-18.201, -0.632, 20.388], [-17.925, -2.391, 20.263], [-19.238, -1.873, 21.238], [-19.249, -3.897, 18.828], [-20.301, -3.556, 20.199], [-21.387, -4.542, 18.026], [-20.715, -3.179, 17.159], [-22.751, -2.817, 19.487], [-23.133, -3.004, 17.899], [-23.010, -0.517, 16.556], [-21.722, 0.542, 17.082], [-21.263, -0.884, 16.364], [-24.239, -1.053, 19.004], [-23.254, -0.625, 20.300], [-23.504, 0.511, 18.883], [-17.833, -2.051, 17.871], [-18.455, -0.426, 17.952], [-19.359, -1.640, 16.979], [-19.858, 0.810, 19.927], [-18.425, -2.440, 24.350], [-18.682, -1.016, 24.896], [-20.210, -0.695, 24.576], [-20.792, 0.420, 25.379], [-20.582, 0.264, 26.864], [-19.102, 0.012, 27.255], [-18.407, -0.988, 26.367], [-17.076, -1.290, 26.673], [-18.325, 1.381, 27.164], [-19.121, -0.529, 28.740], [-17.788, -0.065, 24.067], [-17.459, -2.888, 24.583], [-18.546, -2.375, 23.269], [-19.263, -3.032, 24.718], [-20.332, -0.375, 23.541], [-20.812, -1.582, 24.771], [-21.860, 0.447, 25.165], [-20.331, 1.307, 24.943], [-21.210, -0.590, 27.116], [-20.993, 1.169, 27.312], [-18.462, 2.004, 28.048], [-17.242, 1.277, 27.112], [-18.630, 2.100, 26.404], [-18.110, -0.580, 29.145], [-19.764, 0.076, 29.379], [-19.532, -1.512, 28.971], [-16.751, -0.063, 24.404], [-18.110, 0.906, 24.441], [-17.814, -0.067, 22.977], [-17.077, -2.247, 26.749]], "lowdin_charge": [-0.032, -0.440, -0.004, -0.092, 0.086, 0.068, 0.060, 0.116, 0.074, 0.060, 0.061, 0.071, -0.032, -0.462, -0.105, -0.182, -0.138, -0.462, -0.065, -0.021, -0.046, -0.042, -0.053, 0.084, 0.054, 0.092, 0.114, 0.114, 0.117, 0.100, 0.111, 0.120, 0.070, 0.052, 0.089, 0.067, 0.096, 0.078, 0.059, 0.066, 0.085, 0.040, -0.023, -0.417, -0.121, -0.174, -0.172, -0.465, -0.117, -0.023, -0.038, -0.005, -0.041, 0.076, 0.085, 0.067, 0.109, 0.110, 0.091, 0.109, 0.109, 0.105, 0.077, 0.071, 0.059, 0.078, 0.056, 0.069, 0.070, 0.077, 0.082, 0.104, -0.022, -0.488, -0.105, -0.165, -0.137, -0.454, -0.117, -0.012, -0.042, -0.047, -0.040, 0.080, 0.057, 0.063, 0.115, 0.103, 0.084, 0.098, 0.112, 0.111, 0.079, 0.080, 0.078, 0.061, 0.083, 0.081, 0.084, 0.085, 0.073, 0.105, -0.008, -0.423, -0.104, -0.121, -0.127, -0.479, 0.099, 0.107, 0.018, 0.000, 0.009, 0.087, 0.094, 0.088, 0.097, 0.127, 0.119, 0.110, 0.132, 0.122, 0.104, 0.100, 0.076, 0.099, 0.106, 0.101, 0.103, 0.085, 0.085, 0.150, -0.047, -0.451, -0.151, -0.181, -0.129, -0.443, -0.062, -0.029, -0.018, -0.036, -0.024, 0.068, 0.059, 0.072, 0.115, 0.122, 0.115, 0.103, 0.111, 0.118, 0.085, 0.069, 0.063, 0.090, 0.065, 0.078, 0.069, 0.074, 0.065, 0.037, -0.037, -0.451, -0.125, -0.217, -0.131, -0.417, -0.112, -0.015, -0.029, -0.035, -0.039, 0.072, 0.054, 0.080, 0.113, 0.116, 0.112, 0.103, 0.125, 0.115, 0.076, 0.076, 0.059, 0.073, 0.077, 0.076, 0.074, 0.057, 0.058, 0.098]}

Record 2
{"formula": "C13H20O", "method": "ωB97M-V/def2-TZVPD", "smiles": "CC1(C)C[C@]2(C)CCCC=C2[C@H]1C=O", "orbital_gap_ev": 9.799, "lumo_ev": 0.721, "symbols": ["C", "C", "C", "C", "C", "C", "C", "C", "C", "C", "C", "C", "C", "O", "H", "H", "H", "H", "H", "H", "H", "H", "H", "H", "H", "H", "H", "H", "H", "H", "H", "H", "H", "H"], "xyz": [[1.511, 0.453, 2.058], [0.912, -0.726, 1.241], [1.666, -1.993, 1.801], [1.213, -0.553, -0.265], [-0.043, 0.045, -0.938], [-0.380, -0.932, -2.119], [0.270, 1.486, -1.506], [-0.977, 2.150, -1.925], [-1.880, 2.365, -0.690], [-1.760, 1.272, 0.370], [-0.895, 0.199, 0.281], [-0.604, -0.875, 1.299], [-1.104, -2.208, 0.870], [-1.338, -3.184, 1.709], [2.555, 0.622, 1.676], [0.955, 1.364, 2.092], [1.527, 0.127, 3.131], [1.344, -2.248, 2.788], [2.731, -1.935, 1.720], [1.521, -2.889, 1.153], [2.130, 0.070, -0.453], [1.484, -1.522, -0.705], [-1.316, -0.525, -2.546], [-0.387, -1.896, -1.838], [0.408, -0.944, -2.878], [1.076, 1.425, -2.321], [0.803, 2.149, -0.806], [-0.732, 3.144, -2.475], [-1.548, 1.632, -2.680], [-2.830, 2.191, -0.971], [-1.772, 3.386, -0.397], [-2.251, 1.435, 1.296], [-0.984, -0.775, 2.265], [-1.306, -2.311, -0.239]], "nbo_charge": [-0.605, -0.005, -0.610, -0.399, -0.098, -0.595, -0.391, -0.400, -0.444, -0.155, 0.037, -0.412, 0.445, -0.539, 0.215, 0.216, 0.209, 0.219, 0.212, 0.207, 0.215, 0.204, 0.210, 0.199, 0.215, 0.209, 0.209, 0.209, 0.201, 0.216, 0.217, 0.202, 0.248, 0.137]}

Record 3
{"formula": "C7H7NO2", "method": "ωB97M-V/def2-TZVPD", "orbital_gap_ev": 9.800, "lumo_ev": 0.386, "symbols": ["N", "C", "C", "C", "O", "C", "C", "C", "C", "H", "H", "H", "H", "H", "O", "H", "H"], "xyz": [[2.509, -0.470, 0.396], [1.582, 0.162, -0.319], [0.147, -0.033, -0.031], [-0.646, -0.958, 0.836], [-1.463, 0.046, 1.366], [-0.963, 0.984, 0.332], [-1.969, 0.911, -0.787], [-1.875, -0.314, -1.332], [-0.752, -1.057, -0.702], [-0.365, -1.800, 1.467], [-0.707, 1.951, 0.770], [-2.749, 1.649, -0.965], [-2.563, -0.760, -2.049], [-0.309, -1.944, -1.155], [2.017, 1.376, -0.386], [2.392, -1.476, 0.424], [3.124, 0.746, 0.356]], "nbo_charge": [-0.822, 0.623, -0.167, 0.133, -0.486, 0.073, -0.228, -0.164, -0.290, 0.214, 0.226, 0.226, 0.223, 0.236, -0.662, 0.374, 0.489]}